[1]
Molecular formula: C41H50F9N4O5S
Method: DFT, the ωB97M-V functional and the def2-TZVPD basis

```
! RIJCOSX wB97M-V def2-TZVPD def2/J DEFGRID3
* xyz 1 1
C -5.036 -2.258 2.485
C -4.161 -2.237 1.223
C -4.117 -0.871 0.495
C -4.440 -0.999 -0.992
C -4.560 0.320 -1.775
C -3.436 1.351 -1.565
C -2.332 1.282 -2.635
C -1.851 -0.165 -2.812
C -0.442 -0.280 -3.409
N 0.297 -1.416 -2.809
C -0.474 -2.640 -2.614
C -0.901 -2.786 -1.157
O -0.648 -1.971 -0.318
O -1.512 -3.957 -0.947
C 1.556 -1.346 -2.442
N 2.322 -0.228 -2.613
C 2.800 0.286 -1.294
C 3.227 1.752 -1.352
C 3.999 2.193 -0.106
O 5.183 2.385 -0.185
C 3.269 2.407 1.183
C 1.933 2.049 1.401
C 1.340 2.263 2.637
C 2.063 2.857 3.662
C 3.387 3.230 3.449
C 3.985 3.005 2.221
C 3.801 -0.766 -0.787
C 4.936 -1.171 -1.757
C 5.484 -0.115 -2.681
N 6.431 0.625 -2.301
C 2.875 -1.977 -0.555
S 3.799 -3.381 0.130
O 4.081 -4.304 -0.927
O 4.836 -2.886 0.974
C 2.489 -4.221 1.191
F 2.631 -5.523 0.935
F 1.274 -3.829 0.748
C 2.591 -4.036 2.735
F 3.778 -4.492 3.142
F 1.612 -4.820 3.249
C 2.334 -2.595 3.273
F 1.248 -2.082 2.651
F 3.390 -1.815 2.985
C 2.086 -2.522 4.808
F 2.140 -1.236 5.169
F 3.023 -3.204 5.464
F 0.882 -3.002 5.114
N 2.206 -2.384 -1.815
H -6.021 -2.668 2.266
H -4.577 -2.839 3.283
H -5.191 -1.246 2.864
H -3.136 -2.524 1.475
H -4.539 -2.975 0.507
H -4.797 -0.152 0.960
H -3.110 -0.462 0.618
H -5.405 -1.508 -1.072
H -3.692 -1.649 -1.462
H -5.512 0.786 -1.511
H -4.621 0.084 -2.838
H -3.852 2.360 -1.587
H -2.946 1.237 -0.597
H -2.676 1.711 -3.580
H -1.501 1.912 -2.298
H -2.557 -0.672 -3.473
H -1.858 -0.613 -1.823
H 0.086 0.652 -3.225
H -0.498 -0.434 -4.490
H 0.113 -3.520 -2.893
H -1.329 -2.650 -3.287
H -2.228 -3.864 -0.298
H 1.921 0.455 -3.237
H 1.954 0.243 -0.605
H 3.820 1.953 -2.242
H 2.318 2.361 -1.413
H 1.334 1.610 0.617
H 0.310 1.980 2.812
H 1.613 3.029 4.631
H 3.950 3.699 4.246
H 5.015 3.292 2.053
H 4.190 -0.485 0.193
H 5.781 -1.510 -1.153
H 4.619 -2.029 -2.355
H 5.049 -0.055 -3.685
H 6.710 1.268 -3.041
H 2.122 -1.716 0.196
H 1.620 -3.192 -1.647
C -7.325 -1.948 -6.498
C -7.194 -0.669 -7.022
C -6.169 0.160 -6.586
C -5.274 -0.294 -5.629
C -5.404 -1.573 -5.106
C -6.430 -2.401 -5.538
H -8.125 -2.592 -6.837
H -7.891 -0.318 -7.771
H -6.071 1.158 -6.993
H -4.473 0.354 -5.291
H -4.703 -1.928 -4.358
H -6.534 -3.397 -5.129
C 3.141 5.706 6.774
C 3.210 7.062 6.488
C 2.047 7.779 6.241
C 0.815 7.141 6.285
C 0.745 5.785 6.573
C 1.909 5.068 6.815
H 4.048 5.147 6.969
H 4.169 7.562 6.460
H 2.100 8.836 6.017
H -0.092 7.702 6.098
H -0.216 5.288 6.610
H 1.856 4.010 7.042
*
```

These are the Löwdin partial charges, in e, on atoms 1 to 99:
1 C -0.09
2 C -0.26
3 C -0.21
4 C -0.22
5 C -0.18
6 C -0.19
7 C -0.18
8 C -0.17
9 C -0.08
10 N 0.02
11 C -0.01
12 C -0.52
13 O 0.13
14 O 0.14
15 C -0.26
16 N 0.16
17 C -0.24
18 C -0.04
19 C -0.35
20 O 0.12
21 C -0.14
22 C -0.04
23 C -0.07
24 C -0.06
25 C -0.05
26 C 0.00
27 C -0.20
28 C -0.12
29 C -0.25
30 N 0.14
31 C -0.28
32 S 0.79
33 O -0.23
34 O -0.23
35 C -0.44
36 F 0.15
37 F 0.10
38 C -0.37
39 F 0.18
40 F 0.17
41 C -0.34
42 F 0.15
43 F 0.16
44 C -0.54
45 F 0.19
46 F 0.20
47 F 0.19
48 N 0.15
49 H 0.07
50 H 0.07
51 H 0.07
52 H 0.09
53 H 0.10
54 H 0.12
55 H 0.09
56 H 0.12
57 H 0.09
58 H 0.12
59 H 0.08
60 H 0.11
61 H 0.10
62 H 0.12
63 H 0.11
64 H 0.11
65 H 0.09
66 H 0.11
67 H 0.15
68 H 0.15
69 H 0.15
70 H 0.13
71 H 0.13
72 H 0.12
73 H 0.12
74 H 0.13
75 H 0.09
76 H 0.11
77 H 0.10
78 H 0.11
79 H 0.12
80 H 0.16
81 H 0.13
82 H 0.11
83 H 0.11
84 H 0.07
85 H 0.13
86 H 0.12
87 C -0.08
88 C -0.08
89 C -0.09
90 C -0.11
91 C -0.11
92 C -0.09
93 H 0.11
94 H 0.11
95 H 0.10
96 H 0.09
97 H 0.08
98 H 0.10
99 C -0.10

[2]
Molecular formula: C18H62N2O12
Method: DFT, the ωB97M-V functional and the def2-TZVPD basis

SMILES	COC[C@H](C)N.COC[C@H](C)N.CCO.CCO.CCO.CCO.CCO.O.O.O.O.O
energy relative to the best compared isomer or geometry (same formula, charge and spin)	0.00	kcal per mole

```
! RIJCOSX wB97M-V def2-TZVPD def2/J DEFGRID3
* xyz 0 1
C -11.254 25.061 -19.351
C -11.997 26.399 -19.437
O -13.345 26.197 -19.836
H -10.315 25.098 -18.798
H -10.966 24.741 -20.358
H -11.892 24.296 -18.910
H -11.498 27.112 -20.100
H -12.021 26.750 -18.401
H -13.293 25.549 -20.552
C -5.540 28.016 -17.263
C -6.061 28.713 -16.021
O -7.504 28.704 -16.021
H -5.745 26.952 -17.354
H -4.449 28.116 -17.219
H -5.812 28.563 -18.167
H -5.712 29.747 -16.040
H -5.676 28.171 -15.154
H -7.735 29.247 -15.259
C -7.334 20.976 -21.942
C -8.084 21.768 -22.994
O -8.985 21.006 -23.792
H -6.746 21.626 -21.288
H -6.689 20.177 -22.301
H -8.040 20.586 -21.200
H -7.382 22.283 -23.663
H -8.658 22.594 -22.568
H -8.458 20.349 -24.258
C -2.327 24.951 -20.326
C -3.114 26.174 -19.925
O -2.584 27.390 -20.447
H -2.217 24.729 -21.385
H -2.800 24.079 -19.862
H -1.326 24.980 -19.890
H -3.196 26.269 -18.836
H -4.164 26.129 -20.243
H -2.557 28.057 -19.760
C -5.194 19.952 -18.596
C -4.347 20.610 -19.674
O -4.367 19.820 -20.853
H -6.234 19.829 -18.900
H -5.131 20.439 -17.624
H -4.870 18.921 -18.425
H -3.313 20.634 -19.301
H -4.635 21.650 -19.851
H -3.996 20.363 -21.554
C -6.017 24.269 -15.527
C -6.903 25.098 -14.594
C -8.291 24.514 -14.358
O -8.977 24.325 -15.596
C -10.354 24.096 -15.400
N -6.182 25.352 -13.354
H -6.604 24.062 -16.425
H -5.741 23.338 -15.032
H -5.135 24.831 -15.831
H -7.150 26.030 -15.127
H -8.886 25.181 -13.728
H -8.203 23.530 -13.879
H -10.925 24.874 -14.881
H -10.576 23.197 -14.812
H -10.778 23.978 -16.396
H -6.668 25.970 -12.707
H -5.364 25.907 -13.594
C -10.148 21.340 -18.419
C -8.634 21.586 -18.264
C -8.191 22.812 -19.055
O -6.770 22.851 -19.062
C -6.305 23.945 -19.821
N -8.359 21.783 -16.833
H -10.703 22.233 -18.129
H -10.451 20.440 -17.886
H -10.381 21.120 -19.465
H -8.158 20.684 -18.647
H -8.544 23.703 -18.527
H -8.639 22.736 -20.050
H -6.645 24.877 -19.357
H -6.609 23.888 -20.870
H -5.215 23.999 -19.822
H -7.371 22.041 -16.825
H -8.814 22.644 -16.513
O -8.616 26.607 -17.658
H -8.591 25.970 -16.925
H -8.153 27.401 -17.326
O -7.540 27.062 -20.152
H -7.966 27.870 -20.463
H -7.922 26.897 -19.260
O -8.605 19.829 -14.725
H -8.563 20.417 -15.516
H -9.482 19.971 -14.356
O -12.478 22.193 -20.706
H -12.022 21.513 -21.216
H -12.845 21.724 -19.948
O -6.515 25.926 -22.560
H -6.793 26.261 -21.688
H -7.327 25.882 -23.075
*
```

Formally, the Löwdin partial charges of the atoms, in units of the elementary charge, are as follows:
1 C -0.10
2 C -0.31
3 O -0.08
4 H 0.04
5 H 0.08
6 H 0.06
7 H 0.11
8 H 0.11
9 H 0.08
10 C -0.09
11 C -0.29
12 O -0.09
13 H 0.06
14 H 0.08
15 H 0.08
16 H 0.12
17 H 0.10
18 H 0.10
19 C -0.07
20 C -0.32
21 O -0.08
22 H 0.05
23 H 0.08
24 H 0.07
25 H 0.11
26 H 0.10
27 H 0.08
28 C -0.08
29 C -0.33
30 O -0.07
31 H 0.08
32 H 0.06
33 H 0.08
34 H 0.10
35 H 0.10
36 H 0.07
37 C -0.07
38 C -0.32
39 O -0.08
40 H 0.05
41 H 0.08
42 H 0.08
43 H 0.11
44 H 0.08
45 H 0.08
46 C -0.04
47 C -0.45
48 C -0.17
49 O -0.25
50 C -0.10
51 N 0.05
52 H 0.06
53 H 0.09
54 H 0.08
55 H 0.11
56 H 0.13
57 H 0.14
58 H 0.10
59 H 0.10
60 H 0.08
61 H 0.07
62 H 0.07
63 C -0.04
64 C -0.39
65 C -0.19
66 O -0.20
67 C -0.10
68 N 0.06
69 H 0.06
70 H 0.08
71 H 0.06
72 H 0.12
73 H 0.11
74 H 0.12
75 H 0.07
76 H 0.08
77 H 0.07
78 H 0.07
79 H 0.05
80 O -0.06
81 H 0.03
82 H 0.02
83 O -0.08
84 H 0.06
85 H 0.00
86 O -0.11
87 H -0.02
88 H 0.01
89 O -0.06
90 H 0.04
91 H 0.04
92 O -0.08
93 H -0.02
94 H 0.03

[3]
Molecular formula: CH5N2O2
Method: DFT, the ωB97M-V functional and the def2-TZVPD basis

SMILES	[NH2+]=CN(O)O
energy relative to the best compared isomer or geometry (same formula, charge and spin)	39.15	kcal per mole

```
! RIJCOSX wB97M-V def2-TZVPD def2/J DEFGRID3
* xyz 1 1
C 0.427 -0.660 0.050
N -0.734 -0.027 0.012
N 1.623 -0.110 0.071
O -0.816 1.333 -0.193
O -1.882 -0.779 0.072
H 0.406 -1.707 0.026
H 2.217 -0.914 0.118
H 1.725 0.931 0.247
H -1.430 1.621 -0.841
H -2.571 -0.300 0.682
*
```

Formally, the Löwdin partial charges of the atoms, in units of the elementary charge, are as follows:
1 C -0.06
2 N -0.18
3 N 0.21
4 O 0.13
5 O 0.08
6 H 0.16
7 H 0.13
8 H 0.19
9 H 0.13
10 H 0.21

We obtain LUMO level values of -0.105 0.001 -0.148 Eh for the records listed above, in that order.
We obtain gap between HOMO and LUMO values of 8.02 9.73 11.04 eV for the records listed above, in that order.
We obtain energy values of -94811.748 -47219.922 -8182.599 eV for the records listed above, in that order.